ORCA calculation (wB97M-V/def2-TZVPD) on 20 unconnected molecules or ions with the total composition C78H202N6O26 at a distorted geometry.

Last columns: bonded neighbours and bond lengths (Å).
Element x y z (Å)
1 C 2.379 3.668 1.565  O2 1.440, H10 1.090, H11 1.090, H12 1.090
2 O 2.987 3.549 2.864  C1 1.440, C3 1.437
3 C 4.420 3.476 2.936  O2 1.437, C4 1.563, H13 1.090, H14 1.090
4 C 4.873 3.209 4.408  C3 1.563, N5 1.460, H15 1.090, H16 1.090
5 N 4.559 1.864 4.881  C4 1.460, C6 1.482, H17 1.010
6 C 4.930 1.829 6.315  N5 1.482, C7 1.529, H18 1.090, H19 1.090
7 C 6.377 1.360 6.467  C6 1.529, O8 1.402, H20 1.090, H21 1.090
8 O 6.655 1.103 7.817  C7 1.402, C9 1.403
9 C 7.842 0.398 8.065  O8 1.403, H22 1.090, H23 1.090, H24 1.090
10 H 1.293 3.751 1.603  C1 1.090
11 H 2.571 2.867 0.852  C1 1.090
12 H 2.740 4.570 1.071  C1 1.090
13 H 4.780 4.429 2.547  C3 1.090
14 H 4.752 2.712 2.232  C3 1.090
15 H 4.353 3.885 5.086  C4 1.090
16 H 5.946 3.379 4.495  C4 1.090
17 H 3.605 1.629 4.648  N5 1.010
18 H 4.349 0.985 6.686  C6 1.090
19 H 4.708 2.760 6.838  C6 1.090
20 H 7.043 2.160 6.143  C7 1.090
21 H 6.481 0.470 5.847  C7 1.090
22 H 8.070 0.444 9.130  C9 1.090
23 H 8.726 0.713 7.511  C9 1.090
24 H 7.635 -0.645 7.824  C9 1.090
25 C 8.403 -2.793 5.523  O26 1.429, H34 1.090, H35 1.090, H36 1.090
26 O 8.089 -3.267 4.212  C25 1.429, C27 1.448
27 C 7.470 -2.340 3.287  O26 1.448, C28 1.532, H37 1.090, H38 1.090
28 C 6.854 -3.232 2.205  C27 1.532, N29 1.472, H39 1.090, H40 1.090
29 N 6.104 -2.354 1.291  C28 1.472, C30 1.471, H41 1.010
30 C 5.192 -3.041 0.363  N29 1.471, C31 1.551, H42 1.090, H43 1.090
31 C 4.499 -2.053 -0.611  C30 1.551, O32 1.403, H44 1.090, H45 1.090
32 O 3.856 -2.902 -1.524  C31 1.403, C33 1.434
33 C 2.519 -3.304 -1.197  O32 1.434, H46 1.090, H47 1.090, H48 1.090
34 H 7.716 -2.065 5.954  C25 1.090
35 H 9.321 -2.209 5.460  C25 1.090
36 H 8.618 -3.615 6.205  C25 1.090
37 H 8.180 -1.669 2.804  C27 1.090
38 H 6.711 -1.734 3.783  C27 1.090
39 H 6.117 -3.908 2.640  C28 1.090
40 H 7.588 -3.855 1.693  C28 1.090
41 H 5.597 -1.628 1.776  N29 1.010
42 H 4.419 -3.391 1.047  C30 1.090
43 H 5.698 -3.777 -0.262  C30 1.090
44 H 5.092 -1.333 -1.176  C31 1.090
45 H 3.789 -1.468 -0.027  C31 1.090
46 H 2.531 -3.975 -0.338  C33 1.090
47 H 2.117 -3.856 -2.047  C33 1.090
48 H 1.844 -2.456 -1.078  C33 1.090
49 C 5.551 1.789 -0.217  O50 1.425, H58 1.090, H59 1.090, H60 1.090
50 O 6.452 1.349 -1.229  C49 1.425, C51 1.439
51 C 7.576 0.619 -0.703  O50 1.439, C52 1.538, H61 1.090, H62 1.090
52 C 8.428 0.063 -1.856  C51 1.538, N53 1.462, H63 1.090, H64 1.090
53 N 9.691 -0.554 -1.454  C52 1.462, C54 1.474, H65 1.010
54 C 9.509 -1.752 -0.613  N53 1.474, C55 1.552, H66 1.090, H67 1.090
55 C 10.902 -2.414 -0.432  C54 1.552, O56 1.379, H68 1.090, H69 1.090
56 O 10.638 -3.659 0.101  C55 1.379, C57 1.442
57 C 10.627 -3.686 1.542  O56 1.442, H70 1.090, H71 1.090, H72 1.090
58 H 6.055 2.364 0.560  C49 1.090
59 H 4.960 1.029 0.294  C49 1.090
60 H 4.909 2.481 -0.763  C49 1.090
61 H 7.151 -0.172 -0.085  C51 1.090
62 H 8.058 1.383 -0.093  C51 1.090
63 H 8.750 0.888 -2.491  C52 1.090
64 H 7.755 -0.578 -2.426  C52 1.090
65 H 10.175 -0.875 -2.280  N53 1.010
66 H 8.797 -2.391 -1.136  C54 1.090
67 H 9.080 -1.475 0.350  C54 1.090
68 H 11.519 -1.835 0.255  C55 1.090
69 H 11.418 -2.391 -1.391  C55 1.090
70 H 11.532 -3.273 1.988  C57 1.090
71 H 10.421 -4.703 1.878  C57 1.090
72 H 9.808 -3.111 1.974  C57 1.090
73 C -0.888 -4.302 -4.278  O74 1.388, H82 1.090, H83 1.090, H84 1.090
74 O -0.256 -3.243 -4.915  C73 1.388, C75 1.475
75 C 1.117 -3.528 -5.373  O74 1.475, C76 1.561, H85 1.090, H86 1.090
76 C 1.823 -2.468 -6.276  C75 1.561, N77 1.452, H87 1.090, H88 1.090
77 N 1.121 -2.273 -7.533  C76 1.452, C78 1.483, H89 1.010
78 C 1.583 -1.101 -8.316  N77 1.483, C79 1.548, H90 1.090, H91 1.090
79 C 0.411 -0.707 -9.247  C78 1.548, O80 1.469, H92 1.090, H93 1.090
80 O -0.770 -0.372 -8.441  C79 1.469, C81 1.403
81 C -1.865 -0.014 -9.243  O80 1.403, H94 1.090, H95 1.090, H96 1.090
82 H -1.813 -3.874 -3.891  C73 1.090
83 H -0.311 -4.767 -3.478  C73 1.090
84 H -1.177 -5.109 -4.950  C73 1.090
85 H 1.173 -4.479 -5.902  C75 1.090
86 H 1.726 -3.640 -4.476  C75 1.090
87 H 2.832 -2.817 -6.492  C76 1.090
88 H 1.935 -1.536 -5.722  C76 1.090
89 H 0.190 -1.960 -7.300  N77 1.010
90 H 2.514 -1.464 -8.752  C78 1.090
91 H 1.846 -0.255 -7.681  C78 1.090
92 H 0.746 0.196 -9.757  C79 1.090
93 H 0.188 -1.545 -9.907  C79 1.090
94 H -1.675 0.978 -9.653  C81 1.090
95 H -2.838 0.048 -8.757  C81 1.090
96 H -2.082 -0.695 -10.066  C81 1.090
97 C -3.273 -10.341 0.767  O98 1.411, H106 1.090, H107 1.090, H108 1.090
98 O -3.046 -8.967 0.540  C97 1.411, C99 1.403
99 C -2.310 -8.307 1.535  O98 1.403, C100 1.476, H109 1.090, H110 1.090
100 C -2.209 -6.872 1.199  C99 1.476, N101 1.493, H111 1.090, H112 1.090
101 N -1.424 -6.122 2.224  C100 1.493, C102 1.509, H113 1.010
102 C -1.902 -4.691 2.200  N101 1.509, C103 1.549, H114 1.090, H115 1.090
103 C -1.729 -3.931 0.861  C102 1.549, O104 1.460, H116 1.090, H117 1.090
104 O -2.655 -4.325 -0.196  C103 1.460, C105 1.426
105 C -2.808 -3.386 -1.259  O104 1.426, H118 1.090, H119 1.090, H120 1.090
106 H -3.669 -10.881 -0.093  C97 1.090
107 H -3.972 -10.376 1.604  C97 1.090
108 H -2.400 -10.829 1.201  C97 1.090
109 H -1.337 -8.751 1.745  C99 1.090
110 H -2.880 -8.414 2.458  C99 1.090
111 H -3.194 -6.428 1.057  C100 1.090
112 H -1.635 -6.847 0.273  C100 1.090
113 H -1.461 -6.461 3.175  N101 1.010
114 H -1.382 -4.070 2.931  C102 1.090
115 H -2.935 -4.570 2.524  C102 1.090
116 H -0.664 -3.954 0.627  C103 1.090
117 H -1.808 -2.874 1.118  C103 1.090
118 H -1.869 -3.234 -1.791  C105 1.090
119 H -3.234 -2.455 -0.886  C105 1.090
120 H -3.513 -3.803 -1.979  C105 1.090
121 C -10.313 -1.866 4.089  O122 1.370, H130 1.090, H131 1.090, H132 1.090
122 O -10.211 -0.955 3.071  C121 1.370, C123 1.422
123 C -9.066 -0.113 3.100  O122 1.422, C124 1.566, H133 1.090, H134 1.090
124 C -7.653 -0.776 2.978  C123 1.566, N125 1.484, H135 1.090, H136 1.090
125 N -7.386 -1.592 1.768  C124 1.484, C126 1.468, H137 1.010
126 C -8.365 -2.636 1.437  N125 1.468, C127 1.560, H138 1.090, H139 1.090
127 C -7.714 -3.654 0.450  C126 1.560, O128 1.450, H140 1.090, H141 1.090
128 O -6.644 -4.275 1.207  C127 1.450, C129 1.401
129 C -5.801 -5.095 0.445  O128 1.401, H142 1.090, H143 1.090, H144 1.090
130 H -11.277 -2.326 3.872  C121 1.090
131 H -10.329 -1.371 5.060  C121 1.090
132 H -9.592 -2.682 4.121  C121 1.090
133 H -9.166 0.454 4.026  C123 1.090
134 H -9.188 0.617 2.300  C123 1.090
135 H -7.326 -1.283 3.887  C124 1.090
136 H -6.951 0.051 2.875  C124 1.090
137 H -6.502 -2.076 1.827  N125 1.010
138 H -9.199 -2.047 1.055  C126 1.090
139 H -8.709 -3.106 2.358  C126 1.090
140 H -7.322 -3.153 -0.435  C127 1.090
141 H -8.466 -4.378 0.137  C127 1.090
142 H -6.361 -5.868 -0.082  C129 1.090
143 H -5.234 -5.585 1.237  C129 1.090
144 H -5.119 -4.619 -0.259  C129 1.090
145 C 2.790 -1.218 4.403  C146 1.523, H149 1.090, H150 1.090, H151 1.090
146 C 3.161 -1.012 2.940  C145 1.523, C147 1.527, O148 1.428, H152 1.090
147 C 2.155 -0.123 2.212  C146 1.527, H153 1.090, H154 1.090, H155 1.090
148 O 4.426 -0.350 2.939  C146 1.428, H156 0.960
149 H 2.693 -0.269 4.929  C145 1.090
150 H 3.519 -1.797 4.969  C145 1.090
151 H 1.842 -1.756 4.361  C145 1.090
152 H 3.244 -1.976 2.439  C146 1.090
153 H 2.494 0.089 1.198  C147 1.090
154 H 2.045 0.895 2.588  C147 1.090
155 H 1.178 -0.605 2.207  C147 1.090
156 H 4.488 0.350 3.593  O148 0.960
157 C 1.297 4.469 5.889  C158 1.529, H161 1.090, H162 1.090, H163 1.090
158 C 0.489 3.298 5.328  C157 1.529, C159 1.515, O160 1.416, H164 1.090
159 C -0.536 3.573 4.247  C158 1.515, H165 1.090, H166 1.090, H167 1.090
160 O 1.470 2.370 4.901  C158 1.416, H168 0.960
161 H 0.760 4.989 6.682  C157 1.090
162 H 1.531 5.088 5.022  C157 1.090
163 H 2.174 4.017 6.351  C157 1.090
164 H -0.065 2.790 6.117  C158 1.090
165 H -0.859 2.671 3.728  C159 1.090
166 H -0.157 4.196 3.437  C159 1.090
167 H -1.498 3.937 4.608  C159 1.090
168 H 1.855 2.695 4.084  O160 0.960
169 C -2.508 6.335 0.586  C170 1.519, H173 1.090, H174 1.090, H175 1.090
170 C -1.077 6.253 1.092  C169 1.519, C171 1.570, O172 1.440, H176 1.090
171 C -0.046 6.049 -0.074  C170 1.570, H177 1.090, H178 1.090, H179 1.090
172 O -0.767 7.573 1.578  C170 1.440, H180 0.960
173 H -2.647 7.038 -0.235  C169 1.090
174 H -3.219 6.599 1.369  C169 1.090
175 H -2.821 5.347 0.249  C169 1.090
176 H -1.074 5.566 1.939  C170 1.090
177 H -0.212 5.130 -0.637  C171 1.090
178 H 0.981 5.938 0.272  C171 1.090
179 H -0.191 6.826 -0.825  C171 1.090
180 H -0.969 8.175 0.858  O172 0.960
181 C -6.715 1.918 0.009  C182 1.527, H185 1.090, H186 1.090, H187 1.090
182 C -6.453 0.809 -1.007  C181 1.527, C183 1.502, O184 1.413, H188 1.090
183 C -5.150 0.139 -0.675  C182 1.502, H189 1.090, H190 1.090, H191 1.090
184 O -7.456 -0.166 -0.810  C182 1.413, H192 0.960
185 H -7.030 1.593 1.001  C181 1.090
186 H -7.628 2.427 -0.300  C181 1.090
187 H -5.935 2.675 0.089  C181 1.090
188 H -6.364 1.185 -2.026  C182 1.090
189 H -4.247 0.681 -0.955  C183 1.090
190 H -5.071 -0.735 -1.322  C183 1.090
191 H -5.053 -0.191 0.359  C183 1.090
192 H -7.344 -0.535 0.069  O184 0.960
193 C -3.765 3.343 2.623  C194 1.529, H197 1.090, H198 1.090, H199 1.090
194 C -4.541 4.151 3.663  C193 1.529, C195 1.564, O196 1.386, H200 1.090
195 C -5.995 3.601 3.844  C194 1.564, H201 1.090, H202 1.090, H203 1.090
196 O -3.822 4.016 4.840  C194 1.386, H204 0.960
197 H -2.700 3.579 2.619  C193 1.090
198 H -4.121 3.483 1.603  C193 1.090
199 H -3.893 2.263 2.707  C193 1.090
200 H -4.655 5.213 3.446  C194 1.090
201 H -6.500 3.853 2.911  C195 1.090
202 H -6.615 4.087 4.596  C195 1.090
203 H -6.057 2.513 3.879  C195 1.090
204 H -3.930 4.810 5.369  O196 0.960
205 C -0.073 7.819 -5.136  C206 1.524, H209 1.090, H210 1.090, H211 1.090
206 C -0.989 6.757 -4.541  C205 1.524, C207 1.504, O208 1.400, H212 1.090
207 C -0.352 5.433 -4.219  C206 1.504, H213 1.090, H214 1.090, H215 1.090
208 O -1.531 7.218 -3.335  C206 1.400, H216 0.960
209 H -0.669 8.719 -5.292  C205 1.090
210 H 0.376 7.503 -6.078  C205 1.090
211 H 0.670 8.036 -4.368  C205 1.090
212 H -1.771 6.504 -5.257  C206 1.090
213 H -1.121 4.674 -4.074  C207 1.090
214 H 0.255 5.467 -3.314  C207 1.090
215 H 0.156 5.173 -5.148  C207 1.090
216 H -2.166 6.574 -3.013  O208 0.960
217 C -1.668 2.476 -0.099  C218 1.522, H221 1.090, H222 1.090, H223 1.090
218 C -0.904 1.272 0.435  C217 1.522, C219 1.533, O220 1.393, H224 1.090
219 C -1.422 -0.074 -0.083  C218 1.533, H225 1.090, H226 1.090, H227 1.090
220 O 0.437 1.417 0.083  C218 1.393, H228 0.960
221 H -1.474 2.451 -1.172  C217 1.090
222 H -1.355 3.446 0.286  C217 1.090
223 H -2.736 2.486 0.116  C217 1.090
224 H -1.096 1.297 1.507  C218 1.090
225 H -0.766 -0.860 0.291  C219 1.090
226 H -1.404 -0.103 -1.173  C219 1.090
227 H -2.391 -0.350 0.334  C219 1.090
228 H 0.483 1.404 -0.876  O220 0.960
229 C 1.988 -5.146 2.929  C230 1.513, H233 1.090, H234 1.090, H235 1.090
230 C 2.193 -6.112 1.784  C229 1.513, C231 1.521, O232 1.411, H236 1.090
231 C 2.275 -7.551 2.269  C230 1.521, H237 1.090, H238 1.090, H239 1.090
232 O 1.152 -5.900 0.855  C230 1.411, H240 0.960
233 H 2.727 -5.255 3.722  C229 1.090
234 H 1.041 -5.279 3.453  C229 1.090
235 H 2.006 -4.106 2.602  C229 1.090
236 H 3.138 -5.855 1.305  C230 1.090
237 H 2.222 -8.067 1.311  C231 1.090
238 H 1.410 -7.896 2.837  C231 1.090
239 H 3.197 -7.758 2.813  C231 1.090
240 H 0.307 -5.833 1.305  O232 0.960
241 C 4.508 7.535 -2.080  C242 1.491, H245 1.090, H246 1.090, H247 1.090
242 C 3.873 6.478 -1.242  C241 1.491, C243 1.487, O244 1.430, H248 1.090
243 C 3.308 5.349 -2.028  C242 1.487, H249 1.090, H250 1.090, H251 1.090
244 O 4.878 5.926 -0.388  C242 1.430, H252 0.960
245 H 3.924 7.656 -2.992  C241 1.090
246 H 5.517 7.295 -2.413  C241 1.090
247 H 4.519 8.505 -1.581  C241 1.090
248 H 3.026 6.925 -0.721  C242 1.090
249 H 3.977 4.622 -2.490  C243 1.090
250 H 2.512 5.691 -2.688  C243 1.090
251 H 2.697 4.776 -1.330  C243 1.090
252 H 4.865 6.447 0.418  O244 0.960
253 C -7.437 -3.822 -5.213  C254 1.588, H257 1.090, H258 1.090, H259 1.090
254 C -6.835 -2.376 -4.956  C253 1.588, C255 1.498, O256 1.344, H260 1.090
255 C -6.122 -2.276 -3.643  C254 1.498, H261 1.090, H262 1.090, H263 1.090
256 O -5.901 -2.216 -5.910  C254 1.344, H264 0.960
257 H -6.747 -4.660 -5.113  C253 1.090
258 H -7.862 -3.885 -6.214  C253 1.090
259 H -8.350 -3.998 -4.643  C253 1.090
260 H -7.651 -1.666 -5.086  C254 1.090
261 H -5.497 -3.141 -3.422  C255 1.090
262 H -6.812 -2.154 -2.809  C255 1.090
263 H -5.457 -1.412 -3.666  C255 1.090
264 H -6.322 -2.269 -6.771  O256 0.960
265 C -3.864 -1.240 3.137  C266 1.507, H269 1.090, H270 1.090, H271 1.090
266 C -2.500 -0.744 3.540  C265 1.507, C267 1.553, O268 1.417, H272 1.090
267 C -2.496 0.076 4.859  C266 1.553, H273 1.090, H274 1.090, H275 1.090
268 O -1.722 -1.906 3.770  C266 1.417, H276 0.960
269 H -4.319 -1.872 3.900  C265 1.090
270 H -3.789 -1.758 2.180  C265 1.090
271 H -4.539 -0.393 3.018  C265 1.090
272 H -1.995 -0.196 2.744  C266 1.090
273 H -2.880 -0.570 5.649  C267 1.090
274 H -2.988 1.046 4.787  C267 1.090
275 H -1.488 0.386 5.136  C267 1.090
276 H -2.117 -2.448 4.457  O268 0.960
277 C -1.871 1.128 -3.984  C278 1.532, H281 1.090, H282 1.090, H283 1.090
278 C -1.692 -0.381 -4.171  C277 1.532, C279 1.544, O280 1.413, H284 1.090
279 C -2.496 -1.011 -5.330  C278 1.544, H285 1.090, H286 1.090, H287 1.090
280 O -0.323 -0.722 -4.113  C278 1.413, H288 0.960
281 H -2.903 1.480 -3.957  C277 1.090
282 H -1.366 1.693 -4.767  C277 1.090
283 H -1.447 1.434 -3.028  C277 1.090
284 H -1.984 -0.812 -3.213  C278 1.090
285 H -2.533 -2.100 -5.310  C279 1.090
286 H -1.951 -0.742 -6.235  C279 1.090
287 H -3.564 -0.806 -5.271  C279 1.090
288 H -0.257 -1.644 -4.372  O280 0.960
289 C 3.000 0.247 -2.893  C290 1.542, H293 1.090, H294 1.090, H295 1.090
290 C 2.168 1.535 -3.055  C289 1.542, C291 1.511, O292 1.381, H296 1.090
291 C 2.039 1.894 -4.517  C290 1.511, H297 1.090, H298 1.090, H299 1.090
292 O 0.895 1.242 -2.609  C290 1.381, H300 0.960
293 H 4.069 0.453 -2.960  C289 1.090
294 H 2.687 -0.613 -3.484  C289 1.090
295 H 2.810 -0.092 -1.874  C289 1.090
296 H 2.549 2.369 -2.465  C290 1.090
297 H 2.964 2.311 -4.913  C291 1.090
298 H 1.182 2.565 -4.585  C291 1.090
299 H 1.797 1.023 -5.125  C291 1.090
300 H 0.583 0.621 -3.272  O292 0.960
301 C -5.026 3.695 -2.802  C302 1.550, H305 1.090, H306 1.090, H307 1.090
302 C -4.267 4.787 -3.597  C301 1.550, C303 1.563, O304 1.458, H308 1.090
303 C -5.223 5.720 -4.410  C302 1.563, H309 1.090, H310 1.090, H311 1.090
304 O -3.565 5.654 -2.657  C302 1.458, H312 0.960
305 H -5.663 4.164 -2.053  C301 1.090
306 H -4.342 3.058 -2.241  C301 1.090
307 H -5.670 3.026 -3.373  C301 1.090
308 H -3.485 4.385 -4.240  C302 1.090
309 H -5.786 5.103 -5.110  C303 1.090
310 H -4.665 6.443 -5.004  C303 1.090
311 H -5.966 6.124 -3.722  C303 1.090
312 H -4.156 5.936 -1.956  O304 0.960

Computed properties:
Total charge: 0
HOMO (eV): -7.873
HOMO-LUMO gap (eV): 8.24